1.
84
Properties=species:S:1:pos:R:3:forces:R:3 method="wB97M-V/def2-TZVPD" charge=0 orbital_gap_ev=9.5 e_above_lowest_kcal_mol=3.2 e_tot_ev=-51164.1969 smiles="CCOC(=O)CCCC(=O)N1CCOCCOCCN(C(=O)CCCC(=O)OCC)CCOCCOCC1"
C 5.495 1.017 -0.492 -0.3 -0.1 0.3
C 4.537 1.286 0.658 0.1 0.5 -0.4
O 4.135 0.052 1.259 0.4 -0.2 0.2
C 2.908 -0.390 1.051 -0.4 -0.2 0.4
O 2.043 0.226 0.467 0.0 0.0 -0.1
C 2.700 -1.744 1.688 0.2 0.0 -0.1
C 3.140 -2.872 0.745 -0.1 0.0 -0.1
C 2.241 -2.976 -0.487 0.3 0.1 0.2
C 2.594 -1.908 -1.512 -0.3 -0.3 -0.1
O 3.715 -1.425 -1.552 0.3 0.1 0.1
N 1.652 -1.551 -2.415 0.0 0.1 -0.2
C 0.295 -2.037 -2.458 -0.4 -0.6 0.0
C 0.141 -3.310 -3.310 0.2 0.2 0.1
O -1.170 -3.825 -3.282 -0.1 0.2 -0.1
C -1.557 -4.530 -2.125 -0.3 0.1 0.2
C -2.300 -3.691 -1.069 0.1 -0.2 -0.2
O -1.400 -3.248 -0.069 0.2 -0.1 -0.1
C -1.986 -2.937 1.179 -0.3 0.2 0.3
C -2.729 -1.592 1.249 0.2 -0.4 0.2
N -1.829 -0.457 1.281 -0.2 -0.3 -0.1
C -1.509 0.070 2.492 0.2 0.2 -0.3
O -1.972 -0.391 3.521 0.0 -0.1 0.4
C -0.552 1.244 2.471 0.1 0.1 0.5
C -0.505 1.961 3.819 -0.1 -0.1 -0.1
C -1.814 2.706 4.095 0.1 0.0 -0.1
C -2.052 3.742 3.019 0.1 0.0 0.4
O -1.329 4.678 2.790 0.1 0.0 -0.1
O -3.169 3.482 2.339 -0.4 -0.3 -0.1
C -3.487 4.348 1.246 0.0 0.5 -0.4
C -4.965 4.211 0.934 0.4 -0.1 0.2
C -1.243 -0.066 0.016 -0.1 0.6 -0.3
C -1.940 1.119 -0.680 0.0 -0.2 -0.1
O -1.388 2.394 -0.428 -0.1 0.1 0.1
C -0.088 2.630 -0.937 0.1 0.0 -0.3
C 0.025 2.486 -2.464 -0.1 0.2 0.3
O 0.355 1.186 -2.905 -0.1 -0.3 0.0
C 1.736 0.887 -2.813 0.3 -0.1 -0.2
C 2.003 -0.514 -3.368 0.2 0.5 0.1
H 5.036 0.320 -1.188 0.0 0.0 -0.1
H 6.415 0.577 -0.118 0.1 0.0 0.0
H 5.726 1.947 -1.003 0.1 0.1 0.0
H 5.016 1.867 1.451 -0.1 -0.1 -0.1
H 3.644 1.815 0.308 0.2 -0.1 0.1
H 1.643 -1.857 1.936 0.0 0.1 0.0
H 3.298 -1.786 2.600 -0.1 0.0 0.0
H 3.107 -3.812 1.298 0.0 0.0 0.0
H 4.168 -2.691 0.423 0.0 -0.1 0.1
H 2.404 -3.944 -0.969 -0.1 0.0 0.0
H 1.199 -2.920 -0.181 -0.1 -0.1 -0.1
H -0.053 -2.268 -1.454 0.0 0.1 -0.1
H -0.332 -1.245 -2.873 0.0 -0.1 0.1
H 0.858 -4.070 -2.969 0.0 0.0 0.0
H 0.339 -3.093 -4.363 0.1 0.0 0.1
H -2.240 -5.306 -2.483 0.1 0.0 0.1
H -0.693 -5.008 -1.649 0.0 0.0 0.0
H -2.788 -2.844 -1.570 0.0 -0.1 0.0
H -3.075 -4.312 -0.603 0.0 0.0 0.0
H -1.157 -2.916 1.891 -0.1 0.0 0.0
H -2.678 -3.740 1.469 0.0 0.0 0.0
H -3.297 -1.576 2.182 0.0 0.0 -0.2
H -3.416 -1.489 0.405 0.0 0.0 0.0
H 0.442 0.867 2.217 0.0 0.0 -0.1
H -0.854 1.946 1.696 0.1 -0.1 -0.2
H 0.318 2.678 3.817 0.0 0.0 0.0
H -0.341 1.231 4.613 0.0 0.1 0.0
H -1.746 3.217 5.056 -0.1 0.0 0.0
H -2.646 2.005 4.114 0.0 0.0 0.1
H -2.870 4.052 0.391 -0.1 0.1 0.2
H -3.229 5.376 1.526 0.0 -0.2 -0.1
H -5.200 3.179 0.687 -0.1 -0.1 -0.1
H -5.221 4.846 0.090 0.0 0.1 -0.1
H -5.563 4.506 1.793 -0.1 0.0 0.0
H -0.179 0.137 0.138 0.0 -0.1 -0.1
H -1.338 -0.925 -0.643 0.1 0.0 0.0
H -2.973 1.196 -0.329 0.0 -0.1 -0.1
H -1.946 0.930 -1.761 0.0 0.0 0.0
H 0.122 3.662 -0.648 0.1 -0.1 0.0
H 0.646 1.976 -0.454 0.0 0.1 0.0
H 0.774 3.200 -2.835 0.0 0.0 0.0
H -0.938 2.726 -2.923 0.1 0.1 0.1
H 2.078 0.921 -1.773 0.0 0.0 -0.1
H 2.307 1.626 -3.396 0.0 0.0 0.0
H 1.432 -0.663 -4.285 0.0 0.0 0.0
H 3.071 -0.602 -3.579 -0.2 0.0 -0.1

***

2.
79
Properties=species:S:1:pos:R:3:forces:R:3 method="wB97M-V/def2-TZVPD" charge=-1 orbital_gap_ev="6.6 / 6.7" spin_multiplicity=2 e_tot_ev=-102895.1127
Yb 0.473 -0.484 -0.275 1.3 -0.6 0.7
Cl 0.644 -2.474 -1.962 -0.2 0.0 -0.1
P 1.098 1.198 -2.296 0.8 -0.6 1.1
C 0.065 0.620 -3.730 0.9 0.2 -0.1
C 0.974 3.050 -2.031 0.1 -0.3 -1.1
C 2.875 0.668 -2.694 -0.7 0.2 -0.3
C -1.315 0.095 -3.331 -0.1 0.3 0.0
H 0.644 -0.245 -4.116 -0.1 0.5 0.0
C -0.001 1.753 -4.743 -0.4 -0.2 -0.6
H -0.720 2.505 -4.401 0.1 0.0 -0.1
H -0.366 1.349 -5.691 -0.1 0.2 -0.1
H 0.965 2.235 -4.928 -0.2 -0.1 0.0
H -1.225 -0.933 -2.953 -0.2 0.4 -0.1
H -1.978 0.105 -4.203 0.1 -0.1 -0.1
H -1.769 0.704 -2.532 0.1 -0.3 -0.7
H 2.734 -0.412 -2.914 0.0 0.6 0.1
C 3.893 0.765 -1.535 0.0 0.5 0.1
C 3.327 1.420 -3.943 0.6 -0.1 -0.2
H 2.823 1.066 -4.848 0.0 0.1 0.1
H 4.405 1.293 -4.108 -0.1 0.0 0.0
H 3.142 2.499 -3.836 0.1 -0.2 -0.1
H 3.422 0.744 -0.543 0.1 -0.1 -0.4
H 4.492 1.683 -1.603 -0.1 0.0 -0.2
H 4.583 -0.090 -1.582 -0.2 0.2 0.0
C -0.408 3.326 -1.448 -0.1 0.0 0.3
H 1.107 3.536 -3.016 -0.1 0.1 0.4
C 2.022 3.523 -1.027 0.1 -0.4 0.3
H -1.251 3.062 -2.096 0.2 -0.1 0.0
H -0.507 4.381 -1.179 0.1 0.1 -0.1
H -0.506 2.736 -0.528 -0.1 0.3 -0.2
H 1.984 2.842 -0.157 0.3 0.4 -0.3
H 1.743 4.518 -0.666 0.1 0.0 -0.1
H 3.042 3.573 -1.428 -0.2 -0.1 0.0
Cl 0.968 1.258 1.546 -0.2 0.4 0.2
H 2.484 -0.882 0.011 -0.5 0.2 -0.1
P 0.249 -2.520 1.599 0.3 1.4 -0.9
C 1.433 -3.906 1.205 -0.7 0.0 0.1
C 0.381 -2.029 3.409 -0.2 -1.4 -0.2
C -1.443 -3.087 1.053 0.7 -0.6 0.4
C 2.815 -3.435 0.725 0.0 -0.2 0.0
H 0.945 -4.407 0.342 0.1 0.1 0.5
C 1.501 -4.832 2.411 0.3 -0.5 0.0
H 2.161 -4.401 3.174 -0.1 -0.1 0.0
H 1.929 -5.795 2.109 0.1 0.0 0.1
H 0.523 -5.030 2.863 0.2 0.0 -0.1
H 2.751 -3.099 -0.317 0.1 0.1 0.5
H 3.528 -4.271 0.764 -0.2 -0.1 0.1
H 3.211 -2.623 1.346 -0.1 -0.2 -0.3
H -1.229 -3.376 0.001 -0.1 0.0 0.6
C -2.511 -1.982 1.029 -0.1 -0.1 0.0
C -1.862 -4.285 1.898 -0.7 -0.3 -0.2
H -1.290 -5.190 1.674 0.0 0.2 0.0
H -2.918 -4.517 1.715 0.0 -0.1 0.1
H -1.755 -4.049 2.967 -0.1 -0.1 -0.2
H -2.110 -0.960 1.080 -0.2 -0.5 0.2
H -3.240 -2.134 1.833 0.2 0.1 0.0
H -3.065 -2.028 0.081 0.1 0.0 0.2
C 1.765 -1.394 3.602 0.0 0.3 -0.3
H 0.294 -2.958 4.012 0.0 0.5 0.0
C -0.736 -1.052 3.774 0.2 0.3 -0.3
H 2.584 -2.124 3.637 -0.2 0.1 -0.1
H 1.774 -0.822 4.534 0.0 -0.1 0.1
H 1.949 -0.669 2.788 0.1 -0.4 0.4
H -0.652 -0.172 3.112 -0.2 -0.3 0.3
H -0.583 -0.712 4.804 0.0 0.0 -0.1
H -1.743 -1.481 3.702 0.2 0.0 -0.1
C -1.574 0.582 -0.490 -2.6 1.6 1.8
C -2.427 1.289 0.090 1.8 -1.9 -1.4
C -3.248 2.168 0.832 -0.3 0.7 0.2
C -2.938 2.407 2.188 -0.3 0.4 -0.1
C -3.634 3.394 2.898 0.2 -0.4 -0.3
C -4.629 4.141 2.259 -0.1 0.3 0.4
C -4.944 3.901 0.923 -0.1 -0.2 -0.5
C -4.275 2.904 0.202 0.2 0.2 0.7
H -2.112 1.843 2.626 -0.3 0.2 -0.1
H -3.378 3.584 3.946 -0.1 0.0 -0.4
H -5.159 4.932 2.817 0.3 -0.5 -0.4
H -5.714 4.502 0.416 0.4 -0.3 0.3
H -4.485 2.704 -0.845 0.0 0.1 0.2

***

3.
78
Properties=species:S:1:pos:R:3:forces:R:3 method="wB97M-V/def2-TZVPD" charge=+1 orbital_gap_ev=7.1 e_above_lowest_kcal_mol=55.7 e_tot_ev=-49218.7103
La -0.657 -1.185 -0.209 -3.2 -2.6 1.1
C -1.988 -2.408 2.025 -0.5 0.4 -0.8
C -2.760 -1.248 1.701 0.2 -0.7 -0.5
C -3.155 -2.844 0.084 0.7 0.3 0.7
C -2.241 -3.394 1.025 -0.3 1.0 -0.2
C -3.475 -1.521 0.494 0.8 -0.3 0.5
C -1.240 -2.621 3.285 0.4 -0.1 0.8
H -0.740 -1.705 3.633 -0.1 -0.2 -0.1
H -0.467 -3.396 3.177 -0.2 0.2 0.1
H -1.906 -2.943 4.105 0.2 0.1 -0.3
C -1.774 -4.801 1.021 0.3 -0.6 -0.1
H -1.176 -5.028 1.910 -0.1 0.0 -0.2
H -1.160 -5.023 0.135 -0.1 -0.1 0.2
H -2.621 -5.505 1.012 0.2 0.2 0.0
C -3.757 -3.599 -1.042 -0.2 -0.3 -0.6
H -4.301 -4.491 -0.693 0.2 0.2 0.0
H -2.992 -3.947 -1.749 -0.2 0.0 0.1
H -4.474 -2.986 -1.597 0.1 -0.1 0.0
C -4.519 -0.656 -0.105 -0.6 0.5 -0.4
H -5.511 -0.826 0.347 0.3 0.0 -0.1
H -4.624 -0.833 -1.184 0.0 0.1 0.2
H -4.294 0.410 0.034 -0.1 -0.2 0.0
C -2.943 -0.052 2.562 -0.2 0.5 0.4
H -3.825 -0.159 3.219 0.3 0.1 -0.2
H -3.104 0.863 1.969 0.0 -0.2 0.2
H -2.081 0.118 3.222 -0.2 0.0 -0.1
C 3.598 2.262 0.007 0.8 0.2 1.2
C 3.294 2.495 1.299 1.5 0.1 -0.5
C 3.010 3.851 1.894 0.4 0.3 0.2
C 2.247 4.844 0.978 0.7 -0.3 0.8
C 1.241 4.207 0.091 -0.3 0.5 -1.4
C 1.433 3.890 -1.210 -0.2 1.5 0.6
C 2.772 3.762 -1.876 0.4 0.3 0.0
C 3.944 3.365 -0.935 -0.4 0.5 -0.6
H 3.963 4.328 2.194 -0.4 -0.2 0.0
H 2.963 5.434 0.401 -0.3 0.0 0.1
H 2.435 3.713 2.826 0.3 0.1 -0.3
H 4.284 4.249 -0.373 0.0 -0.5 -0.3
H 3.734 1.247 -0.386 0.1 0.3 0.4
H 3.445 1.722 2.053 -0.5 0.0 -0.4
H 4.785 3.052 -1.572 -0.2 0.0 0.2
H 2.678 3.008 -2.676 0.1 0.2 0.1
H 0.587 3.890 -1.913 0.3 -0.5 0.7
H 3.057 4.713 -2.359 -0.2 -0.3 -0.1
H 1.718 5.532 1.651 0.1 0.0 -0.3
H 0.257 4.120 0.544 0.0 0.3 -0.3
P 1.215 0.062 1.466 -0.5 -0.4 0.1
C 2.869 -0.693 1.339 0.7 0.2 0.1
C 1.049 1.198 2.877 -0.2 0.5 0.0
P -0.854 1.532 -0.936 0.4 -1.1 -0.2
C 0.929 1.108 -0.095 -0.7 0.9 0.1
C -1.654 3.071 -0.470 -0.2 1.0 0.3
C -0.487 1.659 -2.730 0.4 0.0 -0.3
H 2.917 -1.318 0.437 -0.2 0.1 0.2
H 2.990 -1.361 2.209 -0.1 0.2 -0.3
H 3.719 0.001 1.309 -0.3 -0.3 0.0
H 1.401 2.213 2.645 -0.2 -0.6 0.3
H 1.604 0.787 3.734 -0.2 0.2 -0.2
H -0.020 1.273 3.142 0.4 -0.2 0.0
H 0.276 2.408 -2.981 -0.3 -0.3 0.0
H -1.421 1.912 -3.258 0.3 -0.1 0.3
H -0.139 0.687 -3.123 -0.2 0.3 0.2
H 1.619 0.803 -0.902 -0.3 0.1 0.2
H 1.278 2.074 0.263 -0.1 -0.3 -0.5
H -2.722 3.014 -0.778 0.7 -0.2 0.1
H -1.204 3.961 -0.943 -0.3 -0.4 0.3
H -1.631 3.183 0.627 -0.1 0.0 -0.4
C -0.238 -3.295 -3.976 -0.1 0.1 -0.4
C 0.019 -3.718 -2.546 -0.3 0.1 0.4
C 1.395 -4.324 -2.369 0.3 -0.2 0.0
O -0.178 -2.627 -1.656 0.9 -0.6 -1.3
H 0.439 -2.487 -4.286 0.0 -0.1 0.1
H -1.267 -2.948 -4.106 0.1 0.0 0.1
H -0.089 -4.136 -4.664 0.0 0.1 0.1
H -0.728 -4.474 -2.268 0.1 -0.1 -0.1
H 2.190 -3.591 -2.564 -0.2 0.0 0.0
H 1.527 -4.714 -1.356 0.0 0.1 0.0
H 1.539 -5.163 -3.061 0.0 0.2 0.1

***

4.
83
Properties=species:S:1:pos:R:3:forces:R:3 method="wB97M-V/def2-TZVPD" charge=0 orbital_gap_ev=6.3 e_tot_ev=-71633.4532
O -1.002 -1.705 -1.040 0.1 -0.6 0.5
O 1.101 -3.826 0.446 0.3 0.2 0.5
C -2.185 -2.398 -0.559 0.9 0.0 0.0
C -3.457 -1.983 -1.251 0.0 0.1 0.1
H -2.240 -2.193 0.518 0.0 0.1 -0.2
H -2.003 -3.473 -0.684 -0.2 0.3 0.3
H -3.638 -0.909 -1.168 0.1 -0.1 -0.1
H -4.270 -2.490 -0.729 -0.2 0.0 -0.2
H -3.447 -2.284 -2.303 -0.1 0.1 0.1
C -0.304 -2.323 -2.153 -0.5 0.6 -0.3
C -0.435 -3.825 -2.332 0.2 -0.2 0.0
H 0.760 -2.085 -2.045 -0.2 0.2 0.1
H -0.689 -1.798 -3.046 0.3 -0.3 0.1
H 0.057 -4.384 -1.524 -0.4 0.2 -0.1
H 0.098 -4.090 -3.258 -0.3 0.1 0.1
H -1.483 -4.124 -2.431 0.3 -0.1 -0.2
C 2.442 -3.377 0.273 -0.2 -0.1 -0.4
C 0.893 -4.601 1.619 -0.2 0.1 -0.4
C 3.103 -4.162 -0.847 0.4 -0.3 -0.3
H 3.023 -3.502 1.204 -0.2 0.2 -0.2
H 2.380 -2.306 0.008 0.2 -0.3 0.2
H 3.183 -5.232 -0.606 -0.2 0.3 0.0
H 4.122 -3.814 -1.031 0.0 0.1 0.1
H 2.565 -4.063 -1.799 0.0 0.0 0.3
C 1.286 -6.056 1.415 0.1 -0.3 0.1
H -0.186 -4.512 1.824 0.3 -0.1 0.1
H 1.464 -4.150 2.456 -0.3 -0.3 -0.2
H 0.842 -6.510 0.519 0.0 0.4 0.1
H 0.923 -6.647 2.255 0.1 -0.1 0.2
H 2.374 -6.185 1.356 -0.2 0.1 0.0
H 1.131 -1.994 2.370 0.6 -0.7 -0.6
Ca -0.571 0.928 -0.230 -0.5 -0.3 0.5
C 0.493 -1.204 2.029 -0.8 0.3 0.0
Si 0.144 -0.559 3.768 0.1 -0.1 -0.5
H -0.350 -1.665 1.474 0.6 0.4 0.2
H 1.107 -0.521 1.397 -0.3 -0.4 0.3
C -1.032 -1.721 4.643 -0.4 -0.4 0.1
C -0.567 1.143 3.594 -0.2 0.8 0.7
C 1.872 -0.720 4.529 0.3 0.2 0.3
C -1.408 1.189 -2.365 0.0 0.5 -0.3
Si 0.152 1.434 -3.304 -2.2 0.2 0.0
H -2.120 2.032 -2.278 0.5 -0.2 -0.3
H -1.998 0.265 -2.449 0.4 0.1 -0.2
C 0.073 0.490 -4.924 0.3 0.0 -0.4
C 1.698 0.849 -2.366 0.6 -0.1 0.1
C 0.355 3.274 -3.652 0.2 0.1 -0.1
H 2.495 -1.437 3.974 -0.3 0.1 0.0
H 1.864 -1.083 5.561 -0.1 0.1 0.0
H 2.435 0.220 4.525 -0.1 0.0 0.0
H -2.074 -1.599 4.335 0.1 0.2 -0.2
H -1.058 -1.652 5.733 0.3 0.3 0.0
H -0.793 -2.768 4.431 0.2 0.0 -0.1
H -1.346 1.205 2.830 0.0 -0.3 0.0
H 0.181 1.894 3.327 0.1 0.0 0.0
H -1.039 1.496 4.526 0.2 -0.1 -0.2
H 2.160 0.056 -2.976 0.0 0.2 0.3
H 1.592 0.421 -1.347 0.1 0.1 -0.4
H 2.416 1.680 -2.289 -0.1 -0.3 0.0
H 1.158 3.440 -4.387 -0.2 0.1 0.2
H 0.579 3.856 -2.744 0.0 -0.1 -0.2
H -0.589 3.653 -4.073 0.3 -0.1 0.1
H 0.737 0.934 -5.678 -0.1 -0.3 0.0
H -0.959 0.537 -5.296 0.3 0.0 0.1
H 0.335 -0.568 -4.791 0.0 0.2 -0.1
O -4.208 2.646 1.332 0.9 -0.3 -0.3
C -3.057 2.434 0.950 -0.4 -1.1 0.0
O -2.500 1.273 0.723 -0.6 1.5 0.6
C -2.185 3.682 0.729 1.6 -0.1 -0.2
C -2.771 4.966 0.887 0.7 0.5 -0.2
C -2.001 6.095 0.665 -0.2 -1.1 0.1
C -0.628 5.922 0.354 0.9 -0.8 -0.3
C 0.228 7.009 0.066 0.5 0.2 0.0
C 1.569 6.824 -0.235 -0.6 0.3 0.1
C 2.128 5.534 -0.266 -0.9 -0.9 0.4
C 1.324 4.430 0.013 0.1 0.5 -0.2
C -0.061 4.585 0.295 -1.1 0.8 -0.2
N -0.883 3.490 0.433 -0.7 0.2 0.4
H -3.811 5.003 1.177 0.0 0.0 -0.1
H -2.409 7.108 0.729 0.1 -0.4 0.0
H -0.205 8.012 0.104 0.2 -0.2 -0.1
H 2.210 7.678 -0.442 -0.2 -0.1 0.0
H 3.175 5.397 -0.502 0.0 0.0 0.0
H 1.733 3.418 0.002 0.0 0.3 -0.1